Run w
Formula: C28H31N6ORuSbSe
Source: the Open Molecules 2025 dataset
Level of theory: wB97M-V/def2-TZVPD

Summary:
E_HOMO, eV: -12.7784
2S+1: 1
E_LUMO, eV: -5.18
Charge: +2

CARTESIAN COORDINATES (ANGSTROEM)
1 Ru 0.39 -0.59 0.52
2 C -0.67 -0.40 -2.62
3 C -1.40 0.53 -1.70
4 C -2.40 1.35 -2.22
5 C -3.10 2.20 -1.40
6 C -2.77 2.22 -0.05
7 C -1.77 1.41 0.43
8 N -1.09 0.56 -0.40
9 Sb -1.35 1.64 2.57
10 C -1.45 -0.47 2.84
11 C -2.11 -1.02 3.92
12 C -2.62 -2.30 3.81
13 C -2.60 -2.91 2.58
14 C -1.96 -2.30 1.50
15 C -2.17 -2.85 0.12
16 N -1.27 -1.16 1.69
17 C 0.68 1.98 2.10
18 C 1.34 3.08 2.61
19 C 2.43 3.59 1.92
20 C 2.75 3.03 0.70
21 C 2.05 1.92 0.23
22 C 2.29 1.41 -1.16
23 N 1.08 1.35 0.98
24 H -1.01 -0.26 -3.65
25 H -0.87 -1.44 -2.34
26 H 0.40 -0.22 -2.58
27 H -2.62 1.30 -3.28
28 H -3.88 2.84 -1.79
29 H -3.30 2.88 0.63
30 H -2.24 -0.44 4.83
31 H -3.10 -2.78 4.66
32 H -3.11 -3.85 2.41
33 H -2.18 -3.94 0.13
34 H -1.44 -2.49 -0.59
35 H -3.16 -2.52 -0.21
36 H 0.99 3.56 3.51
37 H 2.99 4.44 2.30
38 H 3.54 3.44 0.08
39 H 3.29 1.67 -1.49
40 H 1.58 1.89 -1.84
41 H 2.17 0.33 -1.22
42 C 5.17 -0.88 -1.50
43 N 5.27 -0.10 -0.27
44 C 6.25 0.83 0.00
45 C 6.05 1.26 1.26
46 N 4.95 0.59 1.75
47 C 4.42 0.70 3.10
48 C 4.47 -0.24 0.80
49 Se 3.03 -1.42 1.00
50 H 6.08 -0.75 -2.06
51 H 4.32 -0.55 -2.09
52 H 5.03 -1.93 -1.24
53 H 7.01 1.09 -0.72
54 H 6.60 1.97 1.86
55 H 5.08 1.34 3.67
56 H 4.38 -0.29 3.56
57 H 3.42 1.12 3.08
58 O 0.49 -2.70 0.56
59 N 0.98 -3.57 -0.33
60 C 1.12 -4.84 0.09
61 C 1.62 -5.80 -0.75
62 C 1.97 -5.46 -2.05
63 C 1.82 -4.14 -2.46
64 C 1.33 -3.21 -1.57
65 H 0.83 -5.01 1.12
66 H 1.72 -6.81 -0.39
67 H 2.36 -6.20 -2.73
68 H 2.08 -3.83 -3.46
69 H 1.19 -2.16 -1.80

Run x
Formula: C28H31N6ORuSbSe
Source: the Open Molecules 2025 dataset
Level of theory: wB97M-V/def2-TZVPD

Summary:
E_HOMO (spin up / spin down), eV: -12.0392 / -12.0420
2S+1: 1
E_LUMO (spin up / spin down), eV: -6.16 / -6.16
Charge: +2

CARTESIAN COORDINATES (ANGSTROEM)
1 Ru 0.11 -0.41 0.83
2 C -2.54 -0.98 -0.78
3 C -2.94 -0.57 0.60
4 C -4.27 -0.69 1.00
5 C -4.63 -0.36 2.29
6 C -3.66 0.11 3.16
7 C -2.38 0.20 2.66
8 N -1.99 -0.12 1.43
9 Sb 1.76 0.93 2.63
10 C 0.93 2.23 1.15
11 C 0.95 3.62 1.18
12 C 0.42 4.31 0.10
13 C -0.03 3.60 -0.99
14 C -0.02 2.21 -0.96
15 C -0.40 1.42 -2.18
16 N 0.38 1.55 0.13
17 C 2.83 -0.44 1.38
18 C 4.09 -0.97 1.62
19 C 4.61 -1.88 0.71
20 C 3.86 -2.22 -0.40
21 C 2.59 -1.69 -0.56
22 C 1.74 -1.99 -1.76
23 N 2.08 -0.83 0.34
24 H -3.09 -0.41 -1.53
25 H -1.47 -0.83 -0.94
26 H -2.77 -2.03 -0.93
27 H -5.00 -1.06 0.29
28 H -5.66 -0.45 2.62
29 H -3.90 0.38 4.17
30 H 1.38 4.13 2.03
31 H 0.41 5.39 0.09
32 H -0.37 4.10 -1.88
33 H 0.28 1.69 -3.00
34 H -0.30 0.35 -2.00
35 H -1.41 1.65 -2.52
36 H 4.65 -0.66 2.49
37 H 5.59 -2.30 0.86
38 H 4.25 -2.90 -1.15
39 H 1.84 -1.18 -2.49
40 H 2.05 -2.92 -2.25
41 H 0.69 -2.06 -1.48
42 C 2.53 -4.30 2.74
43 N 1.83 -4.64 1.51
44 C 2.21 -5.63 0.63
45 C 1.30 -5.63 -0.37
46 N 0.39 -4.64 -0.09
47 C -0.81 -4.37 -0.86
48 C 0.72 -4.04 1.07
49 Se -0.22 -2.68 1.97
50 H 3.38 -4.97 2.85
51 H 1.87 -4.42 3.59
52 H 2.88 -3.27 2.70
53 H 3.08 -6.24 0.79
54 H 1.23 -6.24 -1.25
55 H -0.75 -4.92 -1.80
56 H -0.88 -3.30 -1.07
57 H -1.69 -4.68 -0.31
58 O -1.33 0.70 3.43
59 N -1.48 0.49 4.77
60 C -1.11 -0.71 5.25
61 C -1.14 -0.90 6.62
62 C -1.53 0.15 7.44
63 C -1.88 1.38 6.90
64 C -1.84 1.54 5.53
65 H -0.80 -1.44 4.52
66 H -0.85 -1.86 7.02
67 H -1.55 0.01 8.52
68 H -2.17 2.21 7.52
69 H -2.08 2.45 5.00

Verdict on stability: run w comes out at the bottom.